Arrangement one

ORCA calculation (ωB97M-V/def2-TZVPD) on C4H3N3S in the gas phase.

Results
HOMO-LUMO gap, Eh: 0.29349
Total charge: 0
E_LUMO, eV: -0.835
SMILES: S=c1ncccnn1
HOMO energy, hartree: -0.3242

Positions of all 11 atoms, in Å:
S1 -2.2345 -0.1937 -0.4909
N1 0.8006 1.5818 0.2443
N2 0.1179 -1.0301 0.7993
N3 -0.2825 1.3063 0.8523
C1 1.9596 -0.5384 -0.6983
C2 -0.7962 -0.1493 0.3184
C3 1.6458 0.7184 -0.6045
C4 1.2835 -1.3797 0.3269
H1 1.6922 -2.2055 1.1596
H2 2.3205 1.3481 -1.2465
H3 2.7311 -0.9547 -1.3847

Arrangement two

ORCA calculation (ωB97M-V/def2-TZVPD) on C4H3N3S in the gas phase.

Results
HOMO-LUMO gap (alpha / beta), Eh: 0.23492 / 0.25411
Total charge: 0
E_LUMO (alpha / beta), eV: -2.452 / -1.486
SMILES: S=NC=C1N=CC=N1
HOMO energy (alpha / beta), hartree: -0.3250 / -0.3087

Positions of all 11 atoms, in Å:
S1 -3.9196 0.6023 0.0327
N1 -1.0792 0.7797 -0.0598
N2 -3.2780 -0.8034 -0.1052
N3 0.3906 -0.9232 0.0133
C1 0.1173 1.3005 -0.0083
C2 -2.0901 -1.3196 0.0390
C3 -0.9364 -0.5725 0.0258
C4 1.0631 0.1899 0.0647
H1 2.1736 0.1449 0.0975
H2 0.4354 2.3827 -0.0535
H3 -1.9230 -2.4468 0.0797

Computed stability ranking, most favorable first: arrangement two, arrangement one

Arrangement one

ORCA calculation (ωB97M-V/def2-TZVPD) on a 2-piece molecular cluster, C5H14S overall.

Results
HOMO-LUMO gap, Eh: 0.34986
Total charge: 0
E_LUMO, eV: 1.008
SMILES: CCSC.CC
HOMO energy, hartree: -0.3128

Positions of all 20 atoms, in Å:
S1 -0.5671 0.6892 -0.8228
C1 0.4088 1.4469 0.5235
C2 1.6451 0.7359 -2.4869
C3 0.2769 1.4372 -2.2675
C4 -1.3636 -2.7367 2.5804
C5 0.0107 -2.0908 2.9062
H1 0.1601 -1.2995 2.1770
H2 1.7863 -0.1620 -1.8966
H3 2.5135 1.3530 -2.2101
H4 0.7927 -2.8200 3.0741
H5 -2.1597 -2.4725 3.2875
H6 1.4765 1.4713 0.3047
H7 1.7705 0.5965 -3.5587
H8 -0.2974 1.2230 -3.1695
H9 0.1036 2.4731 0.7166
H10 -0.1516 -1.5897 3.8609
H11 0.2008 0.7665 1.3402
H12 0.3782 2.5216 -2.2499
H13 -1.8659 -2.2010 1.7667
H14 -1.2761 -3.7820 2.3060

Arrangement two

ORCA calculation (ωB97M-V/def2-TZVPD) on a 2-piece molecular cluster, C5H14S overall.

Results
HOMO-LUMO gap, Eh: 0.34794
Total charge: 0
E_LUMO, eV: 1.005
SMILES: CCC.CSC
HOMO energy, hartree: -0.3110

Positions of all 20 atoms, in Å:
S1 -1.1734 -1.2357 2.3859
C1 1.6151 1.9427 -3.6395
C2 0.0879 -0.9417 1.1240
C3 0.8731 1.9578 -2.2750
C4 -2.3249 -2.3388 1.4703
C5 1.8564 1.8365 -1.0870
H1 -2.7194 -2.9997 2.2382
H2 0.5537 -0.0137 1.4753
H3 0.3429 2.8993 -2.1724
H4 1.6563 0.9699 -4.1150
H5 -0.1485 -0.7198 0.0895
H6 -1.7823 -2.8816 0.7037
H7 2.2316 0.8233 -0.9766
H8 -3.1365 -1.7872 1.0027
H9 1.3271 2.2974 -0.2493
H10 0.8566 -1.6919 1.2796
H11 2.7155 2.4946 -1.2142
H12 0.2083 1.0984 -2.2776
H13 1.0501 2.6299 -4.2848
H14 2.5848 2.4385 -3.5917

Computed stability ranking, most favorable first: arrangement two, arrangement one

Arrangement one

ORCA calculation (ωB97M-V/def2-TZVPD) on C3H7OPS in the gas phase.

Results
HOMO-LUMO gap, Eh: 0.28085
Total charge: 0
E_LUMO, eV: 0.398
SMILES: C=C[S@](C)(=O)=P
HOMO energy, hartree: -0.2662

Positions of all 13 atoms, in Å:
S1 0.7008 -0.0379 -0.4853
P1 2.6168 -0.0577 0.7648
O1 0.7425 -0.7758 -1.7279
C1 -0.9502 -1.8032 0.3425
C2 -0.4488 -0.7003 0.6968
C3 -0.2263 1.7106 -0.7294
H1 -0.2060 2.2939 0.1810
H2 0.1673 2.2034 -1.5669
H3 -1.2253 1.3945 -1.1628
H4 -1.8432 -2.1891 0.7810
H5 2.0606 0.5612 1.8136
H6 -0.8545 -0.2270 1.5775
H7 -0.5337 -2.3727 -0.4850

Arrangement two

ORCA calculation (ωB97M-V/def2-TZVPD) on C3H7OPS in the gas phase.

Results
HOMO-LUMO gap, Eh: 0.34530
Total charge: 0
E_LUMO, eV: 0.166
SMILES: CPSC(C)=O
HOMO energy, hartree: -0.3392

Positions of all 13 atoms, in Å:
S1 -1.3430 -0.7485 -0.5623
P1 0.2993 -1.7686 0.8798
O1 1.0388 -0.0542 -0.9608
C1 -0.6040 0.9681 -2.5072
C2 0.5262 -0.5652 2.3464
C3 -0.1134 0.0725 -1.3743
H1 0.2720 1.3494 -2.8879
H2 1.4866 0.0050 2.3797
H3 -1.2507 1.6998 -2.1598
H4 -1.1415 0.2459 -3.1466
H5 -0.3167 -0.0116 2.2855
H6 0.6096 -1.3160 3.1939
H7 -0.8102 -2.3650 1.6072

Computed stability ranking, most favorable first: arrangement two, arrangement one

Arrangement one

ORCA calculation (ωB97M-V/def2-TZVPD) on C2H3BrN2S in the gas phase.

Results
HOMO-LUMO gap, Eh: 0.32864
Total charge: 0
E_LUMO, eV: -0.383
SMILES: N#CCNSBr
HOMO energy, hartree: -0.3427

Positions of all 9 atoms, in Å:
Br1 2.2164 3.4085 1.0296
S1 0.5068 2.7583 -0.1734
N1 0.6537 1.0976 0.3767
N2 -2.5336 1.1133 -1.1585
C1 -0.6849 0.6485 0.6803
C2 -1.7644 0.8354 -0.3372
H1 -0.7142 -0.4202 0.8648
H2 1.2541 0.5218 -0.3148
H3 -1.0410 1.1720 1.6172

Arrangement two

ORCA calculation (ωB97M-V/def2-TZVPD) on a 2-piece molecular cluster, C2H3BrN2S overall.

Results
HOMO-LUMO gap (alpha / beta), Eh: 0.30681 / 0.30676
Total charge: 0
E_LUMO (alpha / beta), eV: -0.727 / -0.728
SMILES: [S-]/[NH+]=N\Br.C#C
HOMO energy (alpha / beta), hartree: -0.3335 / -0.3335

Positions of all 9 atoms, in Å:
Br1 -0.0851 0.5181 2.7851
S1 1.6962 -1.8530 1.3270
N1 0.5001 0.4865 1.1213
N2 1.2540 -0.5078 0.7605
C1 -1.0969 0.2613 -2.0000
C2 -1.2857 0.6906 -0.8907
H1 -1.3993 1.1477 0.0253
H2 -1.0853 -0.1928 -2.9218
H3 1.5018 -0.5505 -0.2066

Arrangement three

ORCA calculation (ωB97M-V/def2-TZVPD) on C2H3BrN2S as an isolated structure.

Results
HOMO-LUMO gap, Eh: 0.35229
Total charge: 0
E_LUMO, eV: -0.317
HOMO energy, hartree: -0.3640

Positions of all 9 atoms, in Å:
Br1 2.8125 2.2111 -0.4722
S1 0.2983 -1.3571 1.0023
N1 0.7262 -0.1200 0.0016
N2 -1.4854 -0.2376 -0.2360
C1 -1.3346 -1.2654 0.5502
C2 -0.3740 0.3737 -0.5290
H1 -2.0143 -1.8386 1.0796
H2 1.9080 0.9628 -0.2789
H3 -0.5367 1.2710 -1.1176

Computed stability ranking, most favorable first: arrangement three, arrangement one, arrangement two

Arrangement one

ORCA calculation (ωB97M-V/def2-TZVPD) on a 2-piece molecular cluster, C10H17NO overall.

Results
HOMO-LUMO gap, Eh: 0.37665
Total charge: 0
E_LUMO, eV: 0.914
SMILES: C[C@@H](N)[C@@H]1CO1.C#CC/C=C/C
HOMO energy, hartree: -0.3431

Positions of all 29 atoms, in Å:
O1 -0.4088 1.4223 -0.3148
N1 -3.4225 3.0087 -1.6286
C1 2.3375 -5.0012 1.3648
C2 2.5270 -2.5666 1.4011
C3 -1.5440 0.5799 -0.5768
C4 2.3086 -3.8101 2.2049
C5 -1.5189 4.3938 -0.8799
C6 2.4964 -5.9488 0.6308
C7 -2.2222 3.0338 -0.7718
C8 1.5795 -1.7549 0.9923
C9 -1.3766 1.8759 -1.2217
C10 1.7908 -0.6084 0.0250
H1 -1.3626 -0.3436 -1.1631
H2 -3.9632 2.1712 -1.4532
H3 -2.4611 2.8569 0.2939
H4 -1.0060 1.9245 -2.2653
H5 3.0812 -3.8699 2.9709
H6 -1.3174 4.5859 -1.9583
H7 1.3641 -0.8267 -0.9525
H8 -4.0508 3.7711 -1.3845
H9 -2.1247 5.1862 -0.4512
H10 -2.1937 0.4706 0.3072
H11 1.3465 0.2895 0.4449
H12 2.8642 -0.4483 -0.1689
H13 2.4063 -6.7067 -0.1261
H14 1.3281 -3.7547 2.7133
H15 3.5388 -2.4169 1.0403
H16 0.5452 -1.9101 1.3206
H17 -0.5417 4.3968 -0.3936

Arrangement two

ORCA calculation (ωB97M-V/def2-TZVPD) on C10H17NO in the gas phase.

Results
HOMO-LUMO gap, Eh: 0.37027
Total charge: 0
E_LUMO, eV: 0.705
SMILES: C=C1[C@@H](CC(N)=O)[C@H]1CCCC
HOMO energy, hartree: -0.3444

Positions of all 29 atoms, in Å:
O1 4.3965 -0.2580 1.1532
N1 3.3130 -1.1039 -0.6646
C1 0.0841 1.5404 -0.6413
C2 -2.7937 -0.6218 -0.1535
C3 -0.6337 2.5450 -0.1058
C4 1.4465 0.9877 -0.7592
C5 0.1987 0.1065 -0.9610
C6 2.3891 0.8148 0.4768
C7 -1.6341 -1.5625 -0.1970
C8 3.4757 -0.2281 0.3560
C9 -0.1957 -0.9990 -0.0157
C10 -2.9947 -0.0306 1.1947
H1 -2.5240 0.1717 -0.8535
H2 1.9918 1.1868 -1.7125
H3 -3.6825 -1.1121 -0.5758
H4 1.8151 0.6138 1.3801
H5 -1.7769 -2.3592 0.5579
H6 0.0285 -0.1651 -2.0306
H7 -0.1053 3.2989 0.4914
H8 2.8929 1.7914 0.6415
H9 4.0034 -1.8742 -0.7820
H10 -3.1807 -0.7349 2.0380
H11 -2.1501 0.6556 1.5226
H12 -1.7231 2.5306 -0.1433
H13 0.5523 -1.8142 0.0101
H14 2.5680 -1.1816 -1.3119
H15 -3.9402 0.5678 1.2057
H16 -0.1074 -0.6076 1.0234
H17 -1.7134 -2.1581 -1.1439

Computed stability ranking, most favorable first: arrangement two, arrangement one